Record 1
Formula: C55H49BN7O4RbS2
Source: the OMol25 dataset
Level of theory: ωB97M-V/def2-TZVPD

Last column: Mulliken charge in e.
Positions of all 119 atoms, in Å:
Rb 0.12399 -0.22213 0.43243  1.13
N -0.75675 4.19063 2.27405  0.18
C -0.72272 3.18012 1.36724  -0.88
N -1.56508 2.21267 1.32463  -0.20
C -2.56561 2.13886 2.27510  0.09
N -3.47154 1.21452 2.25732  -0.85
N -3.27612 0.16887 1.44074  0.31
C -4.28938 -0.45498 0.99400  -0.70
C -4.11562 -1.68570 0.23174  0.80
C -5.20686 -2.53061 0.00008  -0.84
C -5.01207 -3.71393 -0.68637  -0.23
C -3.73865 -4.02495 -1.14069  -0.79
C -2.71515 -3.12187 -0.87775  0.04
N -2.89130 -1.99023 -0.21590  0.12
C -2.62899 3.15753 3.32235  0.66
C -3.58532 3.14782 4.33650  -0.14
C -3.60992 4.14722 5.29134  -0.75
C -2.67630 5.17651 5.24554  -0.43
C -1.71729 5.20661 4.24918  -0.65
C -1.68978 4.19979 3.28827  0.07
H -0.02354 4.87829 2.26174  0.29
H 0.06698 3.24030 0.62535  0.62
H -5.31107 -0.10623 1.17142  0.27
H -6.18599 -2.25725 0.37542  0.32
H -5.83137 -4.39987 -0.86536  0.40
H -3.53653 -4.93967 -1.68112  0.41
H -1.70210 -3.31987 -1.21787  0.26
H -4.30470 2.34120 4.34977  0.47
H -4.35724 4.12506 6.07447  0.38
H -2.69889 5.96882 5.98320  0.40
H -0.98674 6.00642 4.21515  0.40
C -1.36735 -0.05280 -7.26316  -2.41
C -0.82237 0.19485 -5.85184  2.91
C 0.31896 1.21838 -5.93569  -1.39
C -1.96194 0.77732 -4.99576  -1.68
C -0.30881 -1.09004 -5.19466  0.16
C -0.19018 -2.30025 -5.89118  -0.51
C 0.25303 -3.46113 -5.26999  -1.12
C 0.58269 -3.41251 -3.92621  1.09
S 1.14009 -4.66856 -2.86904  -0.50
C 1.18735 -3.47422 -1.50940  0.05
N 0.80736 -2.30026 -1.87475  0.16
C 0.47321 -2.21235 -3.20295  -2.37
C 0.04149 -1.05962 -3.85113  0.41
C 1.59947 -3.90741 -0.17742  0.97
C 2.21927 -5.16644 -0.04703  -0.70
C 2.58888 -5.63810 1.19392  -0.61
C 2.37722 -4.82831 2.30987  -0.53
C 1.80991 -3.57141 2.15533  -0.72
C 1.35608 -3.05228 0.92716  -0.25
H -1.84799 0.85602 -7.63058  0.46
H -2.11194 -0.85127 -7.26383  0.48
H -0.56500 -0.31092 -7.95752  0.40
H -0.01510 2.12534 -6.44608  0.26
H 1.17004 0.80434 -6.48062  0.40
H 0.65971 1.51074 -4.94115  0.32
H -2.45791 1.59076 -5.53158  0.40
H -1.58895 1.18137 -4.05473  0.29
H -2.70100 0.00478 -4.77250  0.39
H -0.42428 -2.35437 -6.94511  0.41
H 0.33394 -4.38981 -5.82250  0.37
H -0.00343 -0.13997 -3.27956  0.53
H 2.42354 -5.77275 -0.92720  0.27
H 3.04210 -6.61877 1.29421  0.36
H 2.66402 -5.18727 3.29606  0.33
H 1.70763 -2.95165 3.04576  0.30
C 3.85771 5.65692 7.14181  -1.76
C 2.74915 4.59793 7.27298  2.27
C 1.39971 5.31224 7.16514  -2.13
C 2.81639 3.94162 8.66128  -1.74
C 2.93775 3.54143 6.18270  0.22
C 4.12561 2.81042 6.14529  -0.49
C 4.39514 1.86358 5.15645  -1.79
C 3.43709 1.66110 4.18503  1.00
O 3.43790 0.82850 3.10922  -0.95
B 2.20571 0.99861 2.39554  -0.72
O 1.47868 1.99726 3.15448  -0.14
C 2.24065 2.37600 4.21571  0.98
C 1.97041 3.30615 5.20029  -0.85
H 3.66657 6.50690 7.80484  0.44
H 3.90577 6.02131 6.11440  0.37
H 4.83355 5.24027 7.39225  0.36
H 1.31828 6.04768 7.96917  0.49
H 0.56975 4.60924 7.26122  0.43
H 1.30052 5.83915 6.21368  0.35
H 2.64549 4.68590 9.44521  0.44
H 3.78545 3.47362 8.83439  0.33
H 2.05074 3.16752 8.73894  0.40
H 4.87786 2.97590 6.90858  0.30
H 5.32510 1.30901 5.15300  0.39
H 1.02147 3.82995 5.19613  0.55
N 2.71887 0.75853 -0.47707  0.22
C 3.80266 0.93724 -0.82370  -0.69
C 5.15560 1.09977 -1.22519  0.46
C 5.53967 2.16517 -2.04567  -0.45
C 6.84999 2.26975 -2.47449  -0.51
C 7.79475 1.32387 -2.09520  -0.33
C 7.41784 0.27171 -1.26937  -0.53
C 6.11109 0.15454 -0.83384  -0.45
H 4.79921 2.89622 -2.34282  0.69
H 7.13902 3.09182 -3.11751  0.36
H 8.81691 1.40493 -2.44278  0.37
H 8.15198 -0.46376 -0.96411  0.36
H 5.80691 -0.65969 -0.18945  0.53
O -0.93470 5.64574 -8.36953  -0.52
C 0.26669 5.33743 -7.77901  0.59
O 1.25880 5.44544 -8.45986  -0.64
C 0.22536 4.92476 -6.38119  0.91
C 1.42665 4.89054 -5.65069  -0.55
C 1.44386 4.60859 -4.30826  -0.66
C 0.25189 4.33932 -3.58623  0.25
S 0.24675 4.10919 -1.90012  -0.41
C -0.93981 4.27992 -4.35352  -0.89
C -0.95272 4.58326 -5.69231  -0.39
H -1.62783 5.60134 -7.70282  0.34
H 2.34283 5.11376 -6.18389  0.39
H 2.37548 4.61449 -3.75721  0.39
H -1.85547 3.99754 -3.84976  0.35
H -1.90032 4.51276 -6.22244  -0.05

Force components x, y, z for each atom (eV/Å):
-0.1875 -0.3561 -0.1676
0.0629 -0.0543 -0.1215
0.0487 0.1803 0.1257
-0.0944 -0.2365 -0.0080
0.0457 -0.3906 -0.5165
-0.5658 0.6452 0.7973
0.6084 -0.6019 -0.5496
-0.0493 0.6567 0.2916
0.1209 -0.7273 -0.4946
0.0198 0.2759 0.1566
0.2029 -0.1942 -0.1469
-0.1551 0.0547 0.0829
0.1165 -0.0915 -0.0773
0.0093 0.2275 0.0847
0.0308 0.3902 0.1031
0.0448 0.0836 0.0596
-0.1432 -0.1689 0.0170
0.1894 0.1040 -0.1628
-0.0390 0.1209 0.2250
-0.1942 -0.3078 -0.0476
0.0608 -0.0091 -0.0476
0.0276 -0.0339 0.0472
0.0208 0.0002 0.1353
0.0035 0.0063 -0.0056
-0.0590 0.0634 0.0184
0.0130 0.0093 -0.0050
-0.0160 0.0183 0.0375
0.0119 -0.0209 -0.0249
0.0074 0.0163 -0.0019
0.0180 -0.0239 0.0302
0.0126 -0.0104 -0.0318
0.0769 -0.0068 0.1321
-0.0250 0.0395 0.0217
-0.0379 0.0102 -0.0045
0.0419 -0.0645 -0.0666
-0.0741 0.0677 -0.0644
0.0911 -0.0899 0.0088
0.0048 0.0690 0.0027
-0.0171 -0.0423 0.0842
-0.0151 0.1820 0.1952
-0.1319 -0.2274 -0.6225
0.0450 0.3737 0.4976
-0.0255 -0.3042 -0.3613
0.0562 0.0423 0.1167
0.2168 -0.2164 0.7475
-0.0962 0.1183 -0.2973
0.0316 -0.1194 0.0200
-0.0103 0.0840 0.0370
0.0133 -0.1258 0.0237
-0.2094 0.1067 -0.4247
0.0585 0.0204 -0.0108
-0.0209 -0.0165 -0.0454
-0.0347 -0.0641 -0.0296
0.0334 -0.0411 0.0258
0.0000 -0.0067 -0.0248
0.0160 -0.0084 -0.0064
0.0470 0.0283 0.0261
-0.0323 -0.0105 0.0202
-0.0443 0.0231 0.0046
-0.0856 0.0588 -0.0114
0.0046 0.0419 -0.0485
-0.0425 -0.0036 -0.0038
0.0148 -0.0623 0.0322
0.0237 0.0218 0.0000
0.0282 0.0082 -0.0091
-0.0185 -0.0377 0.0184
-0.0723 -0.0272 0.0365
-0.0034 0.0329 0.0330
0.0440 -0.0460 -0.0141
-0.0246 0.0494 -0.1101
0.1504 -0.0167 0.0938
0.0003 0.0469 0.0881
-0.0793 -0.0591 -0.1078
-0.1193 0.0469 -0.0622
0.4698 0.2609 0.5391
-0.3834 -0.3479 -0.1685
-0.0789 0.5923 0.6222
0.1370 -0.1114 -0.0600
-0.1060 -0.0068 -0.1393
0.0164 -0.0292 0.0295
-0.0094 0.0408 0.0108
0.0231 -0.0115 -0.0189
-0.0268 0.0150 0.0014
-0.0150 0.0323 -0.0303
-0.0182 -0.0171 0.0035
0.0206 -0.0115 0.0172
0.0112 -0.0090 0.0020
0.0012 0.0050 0.0534
0.0036 0.0308 0.0072
-0.0048 -0.0061 -0.0266
0.0258 -0.0284 -0.0392
0.2606 0.0864 -0.6581
-0.6081 -0.1084 0.2168
0.7209 0.0216 -0.2155
-0.2167 -0.0777 0.1201
0.1768 0.0188 -0.0505
-0.1449 -0.0135 0.0526
0.1680 0.0247 -0.0433
-0.2522 0.0734 0.0525
-0.0166 -0.0193 -0.0042
-0.0263 0.0052 0.0105
0.0038 0.0074 0.0088
-0.0248 -0.0078 0.0030
-0.0038 -0.0080 -0.0165
0.0137 -0.0350 0.0038
-0.0299 0.0234 -0.3980
0.0508 0.0109 0.0595
0.0115 -0.0548 0.4410
-0.0977 0.0230 -0.2365
-0.1085 0.0207 -0.0079
0.0178 0.0106 -0.1114
-0.0111 -0.0862 0.2641
-0.0046 0.0472 -0.0051
0.1309 0.1024 -0.1865
-0.0139 0.0030 0.0544
0.0165 0.0160 0.0284
0.0049 -0.0025 -0.0006
0.0051 0.0379 0.0236
-0.0385 -0.0189 0.0479

Calculated values
Strongest force on any atom: 0.0228 Eh/bohr
Orbital gap: 4.38 eV
Highest occupied orbital energy: -0.84 eV
E_tot: -3654.91667 a.u.
Lowest unoccupied orbital energy: 3.54 eV
Charge: -2


Record 2
Formula: C55H50CaN2O10P2S
Source: the OMol25 dataset
Level of theory: ωB97M-V/def2-TZVPD

Last column: Mulliken charge in e.
Positions of all 121 atoms, in Å:
Ca -1.06180 0.22803 0.82843  1.47
O 0.07305 1.22897 5.02741  -0.56
C -0.03218 0.61910 3.84869  0.35
O -0.14996 1.23303 2.80092  0.37
C 0.02385 -0.88996 3.95070  -0.81
O -0.80278 -1.49698 2.99552  -0.24
C -2.16647 -1.64046 3.39148  -0.50
C -3.05951 -0.81044 2.44434  0.27
O -4.09413 -1.30405 2.02459  -0.71
O -2.61210 0.34294 2.17737  -0.88
H 0.03138 2.19298 4.92365  0.48
H -0.23028 -1.20042 4.96906  0.53
H 1.04723 -1.22096 3.72776  0.05
H -2.34537 -1.27665 4.40799  0.65
H -2.43432 -2.70077 3.35431  0.38
O -3.57080 1.23030 -0.09500  -0.08
C -4.36008 0.13819 -0.49304  -2.72
C -3.57990 -1.01360 -1.06896  1.28
C -4.28839 -1.99072 -1.76544  -1.10
C -3.61120 -3.05410 -2.32776  -1.11
C -2.23512 -3.10946 -2.16686  -0.76
C -1.62077 -2.12398 -1.41501  -0.67
N -2.26342 -1.08004 -0.88354  2.12
H -3.37064 1.07796 0.85883  0.31
H -5.07900 0.48497 -1.24387  0.62
H -4.92207 -0.25262 0.36626  0.66
H -5.36060 -1.90283 -1.84812  0.58
H -4.13731 -3.82244 -2.87505  0.47
H -1.66615 -3.91859 -2.59683  0.56
H -0.55150 -2.15678 -1.24473  -0.09
C 4.39928 4.73802 -2.18226  -1.79
C 3.59318 3.54270 -2.71668  1.58
C 3.98122 3.23572 -4.17302  -1.79
C 3.88969 2.32956 -1.86055  0.99
C 5.18874 1.84571 -1.76617  -0.55
C 5.50000 0.75156 -0.98209  -1.59
C 4.50734 0.13281 -0.24615  -0.22
C 3.19874 0.59209 -0.31676  0.27
P 1.92052 -0.12084 0.80487  1.42
C 2.66536 0.71267 2.27852  1.21
C 2.49483 2.09952 2.22248  -0.63
C 2.91976 2.91559 3.25076  -0.92
C 3.51825 2.36087 4.37216  -0.77
C 3.69511 0.99259 4.44005  -0.86
C 3.27716 0.17133 3.40237  -0.39
C 2.42253 -1.88063 0.61969  1.14
C 2.23525 -2.34093 -0.68847  -0.86
C 2.50239 -3.65184 -1.03039  -0.61
C 2.95141 -4.53678 -0.06130  -0.71
C 3.12885 -4.09904 1.23800  -0.89
C 2.85781 -2.78346 1.58250  -0.46
C 2.89343 1.68084 -1.13684  -1.25
O 1.57696 2.05150 -1.16520  0.71
C 1.21178 3.12511 -1.93412  -0.89
C -0.15426 3.42090 -1.94079  0.78
C -0.60140 4.49219 -2.70143  -0.22
C 0.28924 5.27128 -3.41602  -1.91
C 1.63508 4.96438 -3.39668  -0.38
C 2.11829 3.88191 -2.67074  0.72
P -1.33257 2.31528 -1.02279  0.61
C -2.07912 1.63559 -2.54574  1.25
C -1.21514 0.79513 -3.24904  -0.64
C -1.62264 0.16645 -4.40842  -0.69
C -2.90927 0.37173 -4.88501  -0.72
C -3.78063 1.18415 -4.18038  -0.93
C -3.37441 1.80740 -3.01073  -0.57
C -2.35222 3.61852 -0.24447  1.91
C -2.10392 3.77633 1.11921  -0.69
C -2.75425 4.75306 1.85207  -0.95
C -3.67345 5.58314 1.22975  -0.71
C -3.94520 5.41670 -0.11678  -1.13
C -3.28881 4.44549 -0.85378  -0.51
H 5.46518 4.53370 -2.21731  0.41
H 4.12232 4.94387 -1.15002  0.38
H 4.20632 5.62819 -2.77366  0.40
H 5.03845 3.00016 -4.25030  0.42
H 3.77532 4.08710 -4.81514  0.42
H 3.41090 2.38407 -4.53868  0.36
H 5.97553 2.33679 -2.31686  0.42
H 6.51756 0.39281 -0.93724  0.43
H 4.74724 -0.70787 0.38869  0.54
H 2.00152 2.53157 1.35991  0.19
H 2.77849 3.98445 3.18713  0.48
H 3.83943 2.98871 5.18868  0.40
H 4.15710 0.55233 5.31054  0.49
H 3.45012 -0.88841 3.49766  0.31
H 1.88154 -1.64478 -1.44446  0.34
H 2.35303 -3.98910 -2.04596  0.45
H 3.14074 -5.56779 -0.30989  0.41
H 3.46729 -4.78858 1.99548  0.46
H 2.99512 -2.48902 2.61028  0.16
H -1.65225 4.72745 -2.73685  0.33
H -0.06213 6.11315 -3.99485  0.42
H 2.31871 5.57875 -3.96182  0.47
H -0.21207 0.63174 -2.86764  0.18
H -0.94423 -0.48387 -4.94420  0.48
H -3.23146 -0.10660 -5.79823  0.41
H -4.78720 1.33169 -4.54643  0.44
H -4.07868 2.40156 -2.45134  0.46
H -1.39308 3.11563 1.60758  0.38
H -2.55147 4.86891 2.90846  0.46
H -4.17761 6.35428 1.79306  0.41
H -4.67526 6.04956 -0.60054  0.45
H -3.52628 4.34151 -1.90057  0.30
N -2.05700 -3.39549 0.86075  0.58
C -1.72111 -4.71616 1.20753  -0.01
C -2.66165 -5.59984 1.72912  -0.48
C -2.26878 -6.88437 2.06764  -0.87
C -0.96097 -7.27510 1.88633  -0.27
C -0.02949 -6.41953 1.34011  -0.80
C -0.41194 -5.13887 0.98708  0.82
S -0.44179 -8.88016 2.55521  1.23
O -0.19190 -8.53360 3.95279  -0.68
O 0.75583 -9.23179 1.80324  -0.71
O -1.58738 -9.74843 2.33135  -0.69
H -1.36259 -2.73976 1.20014  -0.68
H -2.99216 -3.13193 1.14905  0.25
H -3.68257 -5.26841 1.87841  0.43
H -2.95626 -7.60643 2.47764  0.44
H 0.97849 -6.77792 1.20075  0.55
H 0.28648 -4.43915 0.54469  -0.04

Force components x, y, z for each atom (eV/Å):
1.5776 -0.3290 -1.0563
-0.0384 -0.3780 -0.1395
0.0074 0.9463 -0.1387
-0.0412 -0.3535 0.7407
0.2527 -0.2576 0.1446
0.1134 0.2992 -0.1740
-0.7323 -0.1502 -0.1030
-0.9108 -1.7452 0.9263
-0.0419 -0.0876 0.2541
-0.7658 1.1449 0.8166
0.0973 -0.0654 -0.2231
0.0593 0.0008 -0.1274
-0.1411 0.2261 0.1734
0.1960 0.0356 -0.0024
0.0569 0.2367 -0.0524
0.2075 -0.2230 0.4637
-0.5926 -0.2642 -0.1271
-0.4787 -0.0991 -0.2336
0.1802 0.0933 0.1487
0.2621 0.1593 0.1102
0.0352 0.1620 -0.1633
-0.0139 -0.1933 -0.5372
0.0476 0.0054 0.0749
-0.4822 0.2543 -0.0710
0.1357 -0.0261 0.0577
0.0497 0.1451 -0.2622
-0.1200 0.0454 -0.0535
-0.0211 -0.0429 -0.0304
0.1438 -0.0397 0.0851
0.0814 -0.1271 -0.0080
-0.0693 -0.1068 -0.0384
0.1005 0.0848 -0.0869
-0.0315 0.0177 0.1295
-0.2417 0.0991 0.0235
-0.1223 -0.0824 0.0803
0.0968 -0.0190 0.0291
-0.1320 0.0928 -0.1098
-0.3377 0.1448 -0.2618
1.1941 -0.2090 -0.0574
-0.2124 -0.1104 0.1405
0.0284 -0.0816 -0.0532
-0.0101 0.0648 -0.0527
0.0126 -0.0658 0.0696
0.0705 0.0662 0.1320
-0.0465 -0.1235 -0.1864
-0.2916 0.0176 0.1273
-0.0719 0.1536 0.0348
-0.0013 -0.0087 -0.0200
0.0533 0.0107 0.0397
0.0005 -0.1104 -0.0295
-0.0414 0.1931 0.0536
0.5386 -0.4060 0.0852
0.1368 -0.0099 0.0005
-0.4180 0.5743 -0.3191
0.3100 -0.3367 0.3088
0.1040 -0.0719 0.0991
-0.0129 0.0751 -0.0597
-0.1756 -0.1126 0.1193
0.0973 -0.2164 0.1487
-0.0218 1.3815 -1.0473
-0.0666 -0.2108 0.0974
0.0116 0.1356 0.0230
0.0281 -0.0269 -0.0919
-0.0185 -0.0198 0.0030
-0.0667 -0.0226 -0.1461
0.0721 0.0735 0.1055
0.0572 -0.1399 0.1033
0.0671 -0.1058 -0.1682
-0.0458 0.1164 0.0910
0.0555 -0.0269 0.1258
-0.0475 0.0368 -0.1084
-0.0416 -0.0087 0.0415
0.1486 -0.0118 -0.0075
-0.0028 0.0409 0.0806
-0.0025 0.1182 -0.0712
0.1430 -0.0250 -0.0289
-0.0041 0.0998 -0.0869
-0.0302 -0.0623 -0.0608
0.0791 0.0629 -0.0902
0.0552 -0.0361 0.0319
0.0041 -0.0769 0.0483
-0.0261 0.1159 -0.0127
-0.0195 0.0950 -0.0464
0.0512 0.0799 0.0678
0.0707 -0.0569 0.0661
-0.0022 -0.0546 -0.0399
0.0513 -0.0463 -0.0661
-0.0202 -0.0080 -0.0590
0.0393 -0.1491 -0.0526
-0.0038 -0.0832 0.0869
-0.0254 0.0074 0.0533
-0.0675 0.0097 -0.0063
-0.0523 0.0297 -0.0210
0.1144 0.0183 -0.0626
0.0688 -0.0272 -0.0488
0.0304 -0.0167 0.0115
-0.0323 -0.0466 -0.0487
-0.0663 0.0175 0.0136
-0.0703 0.0700 0.0552
-0.0005 0.1074 0.0866
0.0245 -0.0195 0.0181
-0.0592 0.0294 0.0506
-0.0387 0.0473 -0.0404
-0.0056 -0.0182 -0.0792
-0.2552 0.0609 0.1535
0.2180 -0.2286 0.0533
0.1021 0.1508 -0.0601
-0.1682 0.1487 -0.1353
0.3388 -0.9392 0.3747
-0.0100 0.1939 -0.0910
-0.1721 0.1153 0.0472
-0.0101 0.4349 -0.0066
-0.0359 -0.2349 -0.1911
-0.0835 0.0610 0.0225
0.1205 0.0314 0.0892
-0.1613 -0.1951 0.0509
0.1139 0.1177 0.0328
-0.0714 0.0123 0.0251
-0.1683 -0.0341 0.0774
0.1516 -0.0350 -0.0217
0.1054 0.0512 -0.0302

Calculated values
Strongest force on any atom: 0.0423 Eh/bohr
Orbital gap: 6.25 eV
Highest occupied orbital energy: -6.70 eV
E_tot: -4746.40758 a.u.
Lowest unoccupied orbital energy: -0.45 eV


Question: Which of these has the highest lowest unoccupied orbital energy?
Answer: C55H49BN7O4RbS2


Question: Which value of lowest unoccupied orbital energy does entry 2 give?
Answer: -0.45 eV


Question: Which value of strongest force on any atom does entry 1 give?
Answer: 0.0228 Eh/bohr